Record 1
21
Properties=species:S:1:pos:R:3:forces:R:3:mulliken_spin:R:1 method="wB97M-V/def2-TZVPD" s2=0.754 multiplicity=2 gap_ev="6.32 / 6.47" charge=+1
O 2.286 -0.020 0.505 -0.5 -0.2 1.0 0.001
H -2.674 1.865 1.465 0.2 -0.2 -0.2 0.003
C 2.906 0.079 -0.726 0.7 0.6 -1.2 0.003
C -1.941 1.439 0.755 -0.8 1.0 -0.4 -0.007
H -3.475 1.278 -0.762 0.2 -0.2 0.1 -0.002
Tl -1.133 -1.464 1.745 -2.7 -3.3 5.2 0.050
O -1.359 -1.813 -0.286 0.0 -0.7 -4.0 0.151
H -3.262 -0.209 0.212 0.1 0.2 -0.1 0.005
O -1.893 0.116 -1.321 0.4 0.3 -0.3 -0.028
C -1.286 -1.007 -1.180 -0.5 0.2 -0.2 0.732
H -1.494 2.303 0.232 -0.1 -0.3 0.1 0.001
C 2.091 -1.291 1.142 0.6 -2.5 -2.0 -0.001
C 2.195 0.049 -1.868 1.1 -0.4 -0.1 0.010
C -2.745 0.643 -0.250 -0.5 -0.2 0.2 0.083
H 3.993 0.079 -0.653 -0.1 1.4 0.0 0.000
H 2.506 0.691 -2.692 0.8 -0.9 -0.1 0.001
O -0.990 0.667 1.416 1.3 2.6 -0.4 0.001
Mg 0.851 0.875 1.753 0.1 -1.0 -0.7 0.004
O 2.715 -2.250 0.783 -0.2 1.2 0.6 0.000
H 1.657 -0.862 -2.136 -1.7 0.9 0.6 -0.009
O 1.052 -1.168 1.865 1.7 1.5 1.7 0.001

***

Record 2
16
Properties=species:S:1:pos:R:3:forces:R:3:lowdin_charge:R:1 method="wB97M-V/def2-TZVPD" de_lowest_ev=0.097 multiplicity=1 gap_ev=8.88 charge=0
C 0.330 0.315 -0.558 0.0 0.0 0.1 -0.260
C 0.229 -1.258 1.535 0.4 0.1 0.0 -0.031
H 2.450 0.816 -0.678 -0.2 -0.2 -0.1 0.079
H -2.766 1.532 -0.572 0.2 0.1 0.0 0.104
H -0.141 -1.049 2.547 0.2 0.0 -0.2 0.077
H 1.323 -1.221 1.544 -0.2 0.1 0.2 0.073
H 2.096 -0.924 -0.735 -0.1 0.1 0.2 0.068
H -0.495 1.777 -2.064 0.0 -0.1 0.2 0.099
C -0.275 -0.261 0.536 0.0 -0.1 0.0 -0.293
H 1.741 0.046 -2.123 0.1 0.2 0.0 0.072
N -1.553 0.229 0.602 -0.1 0.0 0.0 0.041
H -0.020 -2.297 1.309 -0.2 0.1 -0.2 0.075
H -2.229 -0.044 1.291 0.0 0.0 0.0 0.147
C -0.634 1.177 -1.171 0.0 0.0 0.1 -0.061
C 1.730 0.064 -1.032 0.0 -0.1 -0.1 -0.058
C -1.786 1.097 -0.432 0.0 -0.1 -0.1 -0.134

***

Record 3
14
Properties=species:S:1:pos:R:3:forces:R:3:lowdin_charge:R:1 method="wB97M-V/def2-TZVPD" de_lowest_ev=4.105 multiplicity=1 gap_ev=10.60 charge=0
N 0.841 0.440 0.777 -0.1 -0.1 0.0 0.019
N -1.170 -1.120 0.816 0.0 0.0 0.2 0.127
H 1.045 -0.090 1.613 0.0 0.0 -0.1 0.121
H -1.768 -0.703 1.537 0.0 0.0 -0.1 0.102
N -1.588 0.720 -0.158 0.1 0.1 -0.1 0.125
C -0.338 -0.041 0.222 0.5 0.2 0.4 -0.561
C 1.995 0.538 -0.121 0.2 0.0 -0.1 -0.082
H 1.778 0.078 -1.088 0.0 0.1 0.1 0.078
H -1.399 1.274 -1.000 -0.1 -0.1 0.1 0.099
H -2.498 -1.200 -1.051 0.1 0.1 0.1 0.148
O -0.343 -0.755 -1.058 0.0 -0.1 -0.1 -0.022
C -1.684 -0.714 -0.518 -0.6 -0.3 -0.3 -0.312
H 2.294 1.577 -0.290 -0.1 -0.1 0.1 0.075
H 2.835 -0.005 0.318 0.0 0.1 -0.1 0.083

***

Record 4
19
Properties=species:S:1:pos:R:3:forces:R:3:lowdin_charge:R:1 method="wB97M-V/def2-TZVPD" de_lowest_ev=6.274 multiplicity=1 gap_ev=3.31 charge=+1
H -3.145 -1.917 1.955 0.5 0.1 -0.4 0.060
H 0.668 0.370 -2.102 0.6 0.1 0.3 0.202
H -1.670 -2.437 0.838 1.1 1.6 -0.5 0.100
N -3.162 -0.916 2.039 -1.1 0.4 0.0 0.063
H 0.532 1.910 -0.171 -0.9 0.7 -0.3 0.085
H 2.942 0.236 -3.239 -0.4 0.5 1.1 0.144
N -1.051 -1.657 0.449 -0.5 -4.5 -0.3 -0.057
H 1.761 -0.503 -1.232 0.2 0.1 -0.5 0.214
C -2.233 -0.040 1.467 0.7 0.6 2.0 -0.274
C 1.594 0.599 -1.490 -0.4 -1.1 -1.9 -0.278
N -1.113 -0.431 0.953 -1.1 2.8 -0.2 -0.134
C 1.442 1.384 -0.283 -0.3 -1.2 2.7 -0.085
H 2.290 1.984 -0.110 0.9 1.0 0.2 0.076
H -2.323 1.088 1.718 0.0 -2.3 -0.3 0.137
C 2.716 0.814 -2.299 0.8 0.1 -0.8 0.320
H 3.468 1.592 -1.992 -0.6 -0.9 -0.4 0.144
H 1.392 0.664 0.568 0.0 0.6 -0.4 0.105
H -0.124 -2.072 0.325 -0.4 0.7 0.4 0.072
H -3.984 -0.671 2.607 1.0 0.6 -0.8 0.104

***

Record 5
137
Properties=species:S:1:pos:R:3:forces:R:3:lowdin_charge:R:1 method="wB97M-V/def2-TZVPD" multiplicity=1 gap_ev=4.29 charge=-1
H 1.128 0.990 3.271 -0.1 -0.2 0.1 0.102
H 2.461 -3.036 -4.070 0.0 0.0 0.0 0.105
C -4.632 2.860 4.955 -0.2 1.2 0.4 -0.473
F -1.093 -3.302 -3.424 0.0 0.0 0.0 0.049
C 2.884 7.615 4.177 0.0 0.1 0.0 -0.101
H -9.871 2.352 2.499 0.0 0.0 0.0 0.112
F 3.911 4.244 7.612 0.0 0.0 0.0 0.061
F -11.215 4.334 1.521 0.0 0.0 0.0 0.034
C -2.088 -4.600 -5.115 0.2 -0.2 0.0 -0.016
C 3.409 5.089 3.212 -0.1 0.3 0.1 -0.282
H 2.995 5.871 1.268 0.0 0.0 0.0 0.117
H 2.678 8.608 4.555 0.0 0.0 0.0 0.103
H 4.556 5.424 9.817 0.0 0.0 0.0 0.119
C -0.522 0.310 2.130 0.4 -1.7 0.4 -0.199
H 6.859 -7.058 -9.422 0.0 0.0 0.0 0.099
C -4.195 -2.789 -5.206 0.1 -0.2 0.0 -0.075
H -1.073 -3.940 2.112 -0.2 0.0 0.0 0.106
H -7.826 6.797 3.144 0.0 0.0 0.0 0.101
H -3.005 -4.730 -0.918 0.1 0.2 0.2 0.100
F 9.845 9.476 5.422 0.0 0.0 0.0 0.047
H -8.265 -2.968 -10.677 0.0 0.0 0.0 0.105
H -6.393 -2.627 -9.076 0.0 0.0 0.0 0.119
H -6.400 -6.560 -12.070 0.0 0.0 0.0 0.104
C 2.607 -4.375 -0.987 0.1 0.0 -0.3 -0.277
H 1.241 -3.014 -1.904 0.0 0.0 0.0 0.106
H 3.317 6.797 6.113 0.0 -0.1 0.0 0.107
C 7.520 4.236 7.645 -0.1 0.1 0.1 -0.084
H 2.507 8.151 2.134 0.0 0.0 0.0 0.104
H 0.437 -1.505 2.929 0.0 0.2 0.0 0.101
H -3.139 -1.737 -3.647 0.0 0.0 0.0 0.121
O -3.856 3.618 4.292 -1.2 -0.2 -0.7 -0.153
C 6.510 7.956 3.575 -0.1 -0.1 -0.1 -0.079
C 3.057 6.089 2.326 0.0 0.0 -0.2 -0.021
H -9.989 6.574 1.940 0.0 0.0 0.0 0.109
C -2.111 -3.496 -4.285 -0.2 0.0 -0.2 -0.287
N -2.433 3.355 4.630 1.8 -0.4 0.5 -0.127
C -7.617 4.692 3.488 0.0 -0.1 0.0 -0.075
H -1.950 3.403 2.603 -0.2 -0.7 -0.5 0.090
H -8.265 -4.940 -12.165 0.0 0.0 0.0 0.100
C 5.397 5.093 9.222 -0.2 0.1 0.1 -0.016
H 0.229 -1.196 0.136 0.1 0.0 0.1 0.099
H -1.103 -4.887 0.643 0.1 0.2 0.0 0.107
C 4.988 -7.002 -6.074 0.1 0.0 -0.2 -0.289
C -8.266 5.819 3.000 0.1 -0.1 0.1 -0.087
C 7.764 4.878 8.852 0.1 0.0 0.0 -0.103
C 3.737 -5.160 -1.109 0.1 -0.1 0.2 -0.016
C -6.168 -3.912 -0.179 0.5 0.4 0.0 -0.116
C 6.217 4.014 7.225 0.0 -0.1 -0.2 -0.019
F 4.332 -6.981 -4.901 0.0 -0.1 0.0 0.058
C 8.747 8.976 4.814 -0.2 -0.1 -0.1 -0.292
H 0.727 -2.681 0.973 -0.1 0.5 0.1 0.084
C -9.407 3.319 2.645 0.0 -0.3 0.0 -0.026
H 3.620 -5.642 -6.990 0.0 0.0 0.0 0.118
H -6.247 -3.994 0.910 -0.2 0.1 -0.1 0.075
H 6.892 5.800 10.582 0.0 0.0 0.0 0.103
H 6.465 -8.367 -5.355 0.0 0.0 0.0 0.117
C -0.367 -1.245 2.233 0.1 0.2 -0.3 -0.202
H 7.215 8.961 1.816 0.0 0.0 0.0 0.104
C -7.449 -4.786 -11.473 -0.1 0.0 0.0 -0.099
H -4.519 -6.188 -10.487 0.0 0.0 0.0 0.117
C 6.703 5.303 9.640 0.0 -0.1 -0.1 -0.087
H -4.325 -5.458 -0.027 0.2 -0.1 -0.2 0.090
C -7.450 -3.678 -10.635 0.1 -0.1 0.0 -0.083
H -3.220 -5.183 1.869 0.0 0.3 0.2 0.101
H -0.325 2.501 4.826 0.0 0.1 -0.1 0.089
C -1.557 -4.015 1.130 -0.2 0.2 0.1 -0.215
C -10.030 4.453 2.168 0.2 0.0 0.1 -0.299
H -6.325 -4.913 -0.589 -0.1 0.1 -0.1 0.065
C 0.037 0.938 3.412 0.4 1.0 -0.5 -0.216
H -1.072 -3.020 -0.702 -0.2 0.3 0.0 0.086
H -4.661 -3.273 -1.607 -0.1 0.1 0.1 0.085
H 8.085 7.974 6.581 0.0 0.0 0.0 0.114
H 3.773 4.522 5.238 -0.1 0.0 0.0 0.098
H -1.293 -1.629 2.678 0.2 -0.2 0.0 0.109
H 0.187 3.151 3.293 0.0 -0.3 -0.2 0.089
H 4.837 -5.660 -9.158 0.0 0.0 0.0 0.104
H 5.292 -5.802 -2.436 0.0 0.0 0.0 0.102
C 6.749 7.678 4.914 0.1 0.1 -0.1 -0.069
C -6.400 -5.694 -11.421 -0.1 0.1 0.0 -0.085
H 8.782 5.047 9.179 0.0 0.0 0.0 0.099
C -3.151 -2.589 -4.315 0.0 0.3 0.2 -0.021
C 4.410 -5.186 -2.322 -0.2 0.2 0.0 -0.090
C 4.512 -6.240 -7.122 -0.2 0.1 0.0 -0.018
C 5.175 4.449 8.021 0.3 0.0 0.1 -0.289
C 2.817 -3.635 -3.242 0.1 -0.1 0.1 -0.074
C -1.913 2.679 3.443 -0.5 1.0 1.0 -0.363
C 7.399 8.747 2.861 0.0 -0.1 0.2 -0.080
H 4.080 -5.741 -0.263 0.0 0.0 0.0 0.116
F 3.667 3.856 2.742 0.0 0.0 0.0 0.062
H -1.255 -5.289 -5.068 0.0 0.0 0.0 0.116
H 4.480 -4.439 -4.331 0.0 0.0 0.0 0.091
C -3.729 -4.543 -0.119 -0.6 0.3 0.3 -0.208
H -5.013 -2.081 -5.244 0.0 0.0 0.0 0.105
H 7.674 -8.420 -7.528 0.0 0.0 0.0 0.103
C -6.408 -3.479 -9.742 0.0 0.2 0.1 -0.016
F -4.358 -4.198 -8.844 0.0 0.0 -0.3 0.047
H -3.139 -5.664 -6.648 0.0 0.0 0.0 0.103
C -0.075 -1.937 0.885 -0.6 -0.4 -0.1 -0.213
H -0.099 0.294 4.286 -0.4 0.0 -0.2 0.105
H -6.673 4.777 4.009 0.0 0.0 0.0 0.097
C 6.791 -7.806 -7.413 -0.1 0.1 0.0 -0.086
H 9.226 9.894 2.947 0.0 0.0 0.0 0.113
H -3.550 -3.425 1.716 0.0 -0.2 0.2 0.108
H -4.495 -2.500 -0.021 -0.1 0.0 -0.1 0.094
H -2.192 -2.108 0.329 0.2 0.1 0.0 0.106
C -8.188 3.437 3.301 0.0 0.2 0.0 -0.067
H 0.046 0.593 1.239 -0.2 0.5 0.2 0.100
C 6.119 -7.785 -6.199 0.1 -0.1 0.2 -0.017
C -5.372 -4.392 -9.709 -0.2 0.0 -0.2 -0.283
H -2.537 1.783 3.265 0.3 0.0 -0.5 0.084
H 8.346 3.909 7.028 0.0 0.0 0.0 0.105
H 6.005 3.509 6.292 0.0 0.0 0.0 0.118
H 6.054 7.063 5.471 0.0 0.0 0.0 0.091
N -5.468 2.421 5.633 0.0 -0.7 -0.2 0.083
C -4.192 -3.896 -6.045 -0.1 0.1 0.2 -0.104
C -5.350 -5.496 -10.537 0.2 -0.2 0.0 -0.017
C 8.525 9.268 3.484 0.1 0.1 -0.1 -0.026
F 1.946 -4.350 0.184 0.1 -0.2 0.0 0.054
C 5.194 -6.259 -8.330 0.1 -0.1 0.1 -0.084
C 3.951 -4.421 -3.387 0.1 0.0 0.0 -0.109
C 7.878 8.186 5.540 0.0 0.0 0.2 -0.016
C 3.240 6.599 5.052 0.0 0.1 -0.1 -0.089
C 6.331 -7.042 -8.478 0.0 0.0 -0.1 -0.101
C 3.501 5.326 4.569 0.1 -0.2 0.1 -0.011
H -5.008 -4.051 -6.730 -0.1 0.0 0.0 0.084
H -1.586 0.491 1.983 0.1 0.4 -0.1 0.092
C -3.058 -4.290 1.258 0.2 -0.3 -0.5 -0.209
C -0.438 2.372 3.741 -0.3 -0.3 0.5 -0.216
H -6.924 -3.226 -0.567 -0.1 -0.1 0.2 0.065
C -3.140 -4.800 -5.997 0.0 0.1 0.1 -0.083
C 2.789 7.359 2.816 0.0 -0.1 0.1 -0.094
H 5.629 7.554 3.090 0.0 0.0 0.0 0.088
C -1.280 -2.716 0.332 0.3 -0.6 -0.1 -0.204
C 2.133 -3.613 -2.035 -0.2 0.2 0.0 -0.007
H -7.682 2.556 3.673 0.0 0.0 0.1 0.097
C -4.746 -3.435 -0.527 0.2 -0.9 -0.3 -0.256
C -9.476 5.704 2.331 -0.1 0.2 -0.1 -0.037

***

Listing largest force on an atom for the structures above in their given order: 6.7, 0.4, 0.7, 4.6, 1.9 eV Å⁻¹.